Record 1
55
Properties=species:S:1:pos:R:3 method="wB97M-V/def2-TZVPD" spin_multiplicity=5 s2=6.04 charge=+1 total_energy_ev=-207061.434 homo_energy_ev="-10.90 / -10.92"
Ru 0.8487 1.0925 -0.1584
C 1.0456 4.7525 0.7585
C 0.1137 3.9881 1.6420
C -0.4647 4.6048 2.7690
C -1.4014 3.9495 3.5184
C -1.7983 2.6534 3.1445
C -2.8230 1.8701 3.7782
Br -3.7090 2.5349 5.2717
C -3.1990 0.6216 3.3002
C -2.5694 0.0729 2.2026
Br -3.0699 -1.5858 1.5457
C -1.4961 0.7727 1.5600
O -0.8705 0.2897 0.5903
C -1.1506 2.1007 2.0464
N -0.2161 2.7397 1.3285
H 1.9360 5.0508 1.3153
H 0.5454 5.6579 0.4040
H 1.3520 4.1597 -0.0941
H -0.1691 5.6155 3.0216
H -1.8554 4.4259 4.3770
H -3.9909 0.0724 3.7892
N 2.7022 -2.3756 1.6843
C 2.5460 -1.0709 1.4417
O 1.5848 -0.7169 0.6779
C 3.4310 -0.1341 2.0422
C 4.4490 -0.5196 2.9490
N 5.2433 -0.9282 3.6785
C 3.1042 1.1580 1.6548
N 2.5498 2.0489 1.1592
H 2.0689 -3.0332 1.2672
H 3.4462 -2.7044 2.2763
N -1.3630 8.3771 -1.4763
C -1.4183 7.0245 -1.6478
C -1.9224 6.1941 -0.6327
C -1.9654 4.8271 -0.8049
C -1.5136 4.2669 -1.9984
C -1.0212 5.0759 -3.0205
C -0.9739 6.4404 -2.8452
S -1.4884 2.5420 -2.1668
O -2.3512 1.9710 -1.1806
O -1.5676 2.1921 -3.5520
N 0.0545 2.1350 -1.6700
C 1.1194 1.8732 -2.4969
S 1.4011 1.9614 -4.1824
C 2.9927 1.3175 -3.9149
C 3.2139 1.0645 -2.6153
N 2.1423 1.3950 -1.8041
H -1.7599 8.8091 -0.6638
H -1.0709 8.9775 -2.2241
H -2.3021 6.6403 0.2808
H -2.3714 4.1818 -0.0343
H -0.7029 4.6340 -3.9573
H -0.6082 7.0780 -3.6421
H 3.6768 1.1777 -4.7372
H 4.1184 0.6638 -2.1844

Record 2
70
Properties=species:S:1:pos:R:3 method="wB97M-V/def2-TZVPD" spin_multiplicity=1 charge=-1 e_above_lowest_kcal_mol=27.1 total_energy_ev=-53719.337 homo_energy_ev=-2.90
Pt 0.1339 0.3528 -0.0392
C 0.2275 -0.7303 3.2225
N 0.6591 0.5728 2.7502
C -0.1160 1.6150 3.4008
C 2.0791 0.7929 2.9604
C 2.9592 0.0144 2.0022
N 2.7847 0.3804 0.6129
C 3.2758 1.7237 0.3326
C 3.4727 -0.5634 -0.2554
H 0.3952 -0.8375 4.3089
H 0.7524 -1.5303 2.7004
H -0.8358 -0.8564 3.0133
H 0.0253 1.6083 4.4968
H -1.1761 1.4637 3.1905
H 0.1687 2.5892 3.0121
H 2.3852 0.5227 3.9885
H 2.2574 1.8639 2.8505
H 2.7401 -1.0531 2.0801
H 4.0090 0.1570 2.3229
H 4.3283 1.8352 0.6475
H 2.6698 2.4751 0.8388
H 3.2004 1.9118 -0.7371
H 4.5665 -0.5270 -0.1118
H 3.2404 -0.3257 -1.2946
H 3.1254 -1.5763 -0.0406
C -1.6056 -2.3042 -1.8109
Si -1.1522 -1.6448 -0.1228
C -2.8268 -1.4744 0.7114
C -0.3859 -3.1803 0.7202
C 0.8671 -3.6529 0.2936
C 1.5153 -4.7083 0.9229
C 0.9220 -5.3388 2.0127
C -0.3245 -4.9106 2.4453
C -0.9671 -3.8478 1.8052
H -2.2905 -3.1544 -1.7088
H -0.7274 -2.6309 -2.3787
H -2.1014 -1.5251 -2.3910
H -3.4821 -2.3375 0.5226
H -3.3158 -0.5749 0.3230
H -2.7329 -1.3482 1.7953
H 1.3463 -3.1745 -0.5588
H 2.4850 -5.0385 0.5679
H 1.4240 -6.1603 2.5106
H -0.8021 -5.4028 3.2852
H -1.9399 -3.5316 2.1673
O -0.6327 3.0962 0.6977
B -1.0131 1.8744 0.1069
O -2.3769 1.9644 -0.2880
C -2.7815 3.2270 0.0436
C -4.0130 3.8049 -0.1346
C -4.1679 5.1255 0.3106
C -3.1180 5.8101 0.9086
C -1.8674 5.1996 1.0852
C -1.7379 3.9112 0.6380
H -4.8226 3.2566 -0.5964
H -5.1229 5.6188 0.1849
H -3.2649 6.8283 1.2439
H -1.0393 5.7155 1.5531
Te 0.8019 1.6395 -2.3483
C 0.5340 0.4925 -4.0914
C 1.4993 0.6175 -5.0919
C 1.3414 -0.0282 -6.3155
C 0.2244 -0.8183 -6.5572
C -0.7335 -0.9599 -5.5605
C -0.5811 -0.3104 -4.3405
H 2.3770 1.2274 -4.9112
H 2.1004 0.0867 -7.0813
H 0.1021 -1.3184 -7.5103
H -1.6095 -1.5749 -5.7321
H -1.3322 -0.4241 -3.5789

Record 3
15
Properties=species:S:1:pos:R:3 method="wB97M-V/def2-TZVPD" spin_multiplicity=1 e_above_lowest_kcal_mol=116.5 total_energy_ev=-20789.487 homo_energy_ev=-8.39
C 1.5140 0.2719 0.6228
C 0.4740 0.6423 -0.4176
C -0.7861 1.3443 0.1015
C -1.4290 -0.0218 -0.0188
H 0.8874 -0.4472 1.5050
H 1.6385 1.4148 1.4313
H 2.3573 -0.3131 0.0463
H 0.8440 0.9881 -1.3478
H -0.8385 1.4748 1.1433
H -0.3438 -2.4316 0.0821
H 0.2987 -2.3740 -1.5786
N -0.4357 -0.5876 -0.5794
N 0.1278 -1.8562 -0.5023
F -1.3373 2.3641 -0.6591
S -2.9712 -0.4687 0.1713

Record 4
68
Properties=species:S:1:pos:R:3 method="wB97M-V/def2-TZVPD" spin_multiplicity=1 charge=-2 total_energy_ev=-78582.630 homo_energy_ev=-0.93
Pd -0.4632 -1.5886 0.2479
O -4.8372 -2.2424 0.9381
N -4.2203 -1.1422 0.4730
C -4.9023 -0.4652 -0.3638
C -4.3748 0.7978 -0.9159
C -5.2853 1.8600 -1.0214
C -4.8728 3.1329 -1.3673
C -3.5202 3.3776 -1.5850
C -2.6209 2.3295 -1.5089
C -3.0288 1.0215 -1.2370
P -1.7997 -0.3764 -1.2938
C -0.9903 -0.0187 -2.9113
C -1.4604 0.8411 -3.9054
C -0.8073 0.9590 -5.1280
C 0.3404 0.2253 -5.3880
C 0.8134 -0.6468 -4.4138
C 0.1502 -0.7768 -3.2028
C -0.6127 0.4805 -0.0831
C 0.5813 1.1600 -0.4216
C 1.1842 2.0274 0.4743
C 0.6309 2.2605 1.7342
C -0.5595 1.6276 2.0751
C -1.1906 0.7739 1.1811
H -4.1357 -2.7297 1.5121
H -5.9165 -0.7751 -0.6300
H -6.3286 1.6731 -0.7913
H -5.5968 3.9374 -1.4356
H -3.1688 4.3778 -1.8120
H -1.5636 2.5190 -1.6665
H -2.3568 1.4243 -3.7400
H -1.2033 1.6357 -5.8776
H 0.8521 0.3200 -6.3391
H 1.7008 -1.2434 -4.5953
H 0.5241 -1.4716 -2.4595
H 1.0324 0.9862 -1.3918
H 2.0987 2.5398 0.1900
H 1.1135 2.9400 2.4275
H -1.0142 1.8004 3.0451
H -2.1489 0.3321 1.4352
O -1.7358 -4.8971 2.7147
P -2.2423 -3.4774 2.1509
O -3.6722 -3.2745 2.5732
O -1.9435 -3.3294 0.6888
O -1.3328 -2.4409 3.0111
P 0.1988 -2.6266 3.5467
O 0.8374 -1.2258 2.9797
O 0.2067 -2.5840 5.0300
O 0.8381 -3.7223 2.7564
H -0.7612 -4.9033 2.6034
H 0.4201 -0.4768 3.4175
N 1.9290 -2.2198 -0.5572
C 2.8525 -1.7944 -0.0106
N 3.8746 -1.2857 0.6776
C 4.9028 -0.5866 -0.1023
C 4.7491 0.9195 0.0482
C 4.9090 1.3412 1.5215
C 4.6397 0.1724 2.4786
C 3.4928 -0.6876 1.9853
H 4.7987 -0.8970 -1.1410
H 5.8912 -0.9112 0.2380
H 3.7529 1.1841 -0.3130
H 5.4703 1.4364 -0.5896
H 4.2102 2.1523 1.7388
H 5.9132 1.7365 1.6984
H 4.3912 0.5443 3.4733
H 5.5351 -0.4466 2.5936
H 2.5852 -0.0904 1.8680
H 3.2465 -1.4929 2.6727

Record 5
8
Properties=species:S:1:pos:R:3 method="wB97M-V/def2-TZVPD" spin_multiplicity=1 charge=+1 e_above_lowest_kcal_mol=47.9 total_energy_ev=-16596.098 homo_energy_ev=-16.36
C -0.1310 0.8595 -0.8016
N 0.8638 0.3846 -0.2779
N -0.8879 1.0744 -1.6713
Cl -0.1382 -2.3599 0.8720
H 0.8286 -0.5017 0.2636
H 1.6337 0.9165 0.1070
H -1.8280 1.4245 -1.6813
H 0.9784 -2.6610 1.2617

Record 6
19
Properties=species:S:1:pos:R:3 method="wB97M-V/def2-TZVPD" spin_multiplicity=1 e_above_lowest_kcal_mol=167.7 total_energy_ev=-9931.184 homo_energy_ev=-9.38
C 1.0241 -0.4813 -0.2538
C 0.1228 -1.5137 0.6145
C -1.4188 -0.9845 0.6313
C -1.3780 0.2146 -0.5683
C -0.0390 0.7262 -0.4366
C 0.4983 1.9198 -0.9389
H 2.5133 -0.9842 0.4608
H 1.4226 -1.1010 -1.3167
H 0.7342 -1.5770 1.7428
H 0.3074 -2.6199 0.4162
H -1.6675 -0.6659 1.9051
H -2.4052 -1.9405 0.2919
H -1.4182 -0.4190 -1.6287
H -2.2428 1.1869 -0.5480
H 0.0566 2.8671 -1.3801
H 1.6176 1.7504 -1.1068
H -0.3286 2.0756 1.0444
N 0.4281 1.6319 0.6481
O 2.1729 -0.0854 0.4228

Record 7
18
Properties=species:S:1:pos:R:3 method="wB97M-V/def2-TZVPD" spin_multiplicity=1 charge=-1 e_above_lowest_kcal_mol=89.3 total_energy_ev=-9456.158 homo_energy_ev=-3.62
C 0.9023 -0.9837 0.7300
O 2.2081 -0.9364 1.2878
C 0.4728 -0.3070 -0.6557
C -0.9682 -0.4931 -1.0344
C -1.8958 0.3172 -0.0137
C -2.7539 1.1346 -0.5965
H 0.0574 -0.5465 1.3563
H 0.8139 -2.0776 0.5204
H 0.8140 0.7266 -0.5594
H 1.2109 -0.5922 -1.4108
H -1.5368 -1.4673 -1.1526
H -1.1827 0.1998 -1.9202
H -1.8576 0.1671 1.0574
H -3.1451 0.8625 -1.6071
H -3.5293 1.6171 0.1337
H 4.2451 1.0675 1.1812
H 2.8154 0.1133 1.2148
O 3.3295 1.1979 1.4687

Record 8
21
Properties=species:S:1:pos:R:3 method="wB97M-V/def2-TZVPD" spin_multiplicity=1 charge=+1 e_above_lowest_kcal_mol=78.6 total_energy_ev=-8940.598 homo_energy_ev=-14.53
C -1.9206 0.5749 -0.3565
C -0.7529 1.5540 -0.5116
C 0.6335 1.2199 -0.9343
C 1.3839 0.0019 -0.4347
C 2.2625 -0.9084 -0.8535
N 0.9807 -0.1400 1.0861
H -2.7323 1.0825 0.2409
H -2.2893 0.4429 -1.3672
H -1.5779 -0.3329 -0.0279
H -0.9648 2.2509 -1.2291
H -0.6393 2.1510 0.4951
H 1.2826 2.1652 -0.6724
H 0.8799 1.1851 -2.0608
H 2.6339 -1.7811 -0.0653
H 2.5507 -1.2122 -1.8337
H 1.7307 -0.4441 1.7625
H 0.8119 0.8139 1.3243
H 0.2941 -0.8757 1.1888
H -1.1889 -3.4085 1.2495
H -2.0421 -1.9250 1.3094
O -1.3364 -2.4145 1.6903